w) This record from the Open Molecules 2025 dataset describes the ion C8H13N4 with charge +1. The level of theory is ωB97M-V with the def2-TZVPD basis set.

LUMO energy = -3.85 eV
Multiplicity = 1
SMILES = CC(C)[C@H]1[NH+]=CNc2[nH]ncc21
Total charge = +1
Kohn-Sham gap = 8.88 eV

Last column: Mulliken charge in e.
CARTESIAN COORDINATES (ANGSTROEM)
1 H 2.0397 2.2866 1.7395  0.276
2 H -2.6533 -0.1060 1.6664  0.572
3 C -0.9119 0.2756 -1.9234  -1.441
4 H 3.0761 0.9646 0.2180  0.428
5 N -1.6899 1.2570 2.6720  -0.800
6 N -0.5077 1.8027 2.6207  0.265
7 H -1.6861 -1.2518 -0.8427  0.248
8 N 1.5056 -0.3690 -0.0170  -0.105
9 C 0.1609 -0.8071 0.2571  0.189
10 H 0.8866 -1.6582 -2.5444  0.343
11 H -0.2684 2.6005 3.2787  0.237
12 C 0.2952 1.1828 1.7449  -0.134
13 H -1.7273 0.1303 -2.7776  0.356
14 C -0.4631 0.1036 1.2390  0.511
15 H -0.6735 -2.0945 -2.8529  0.464
16 C -1.7225 0.3177 1.8162  -1.099
17 H -0.0299 0.6922 -2.5886  0.287
18 N 1.5399 1.4989 1.3177  -0.059
19 H 2.1658 -1.1001 -0.3408  0.369
20 H 0.3011 -1.7346 0.6805  0.664
21 C -0.0362 -2.0483 -1.9940  -1.505
22 H 0.2234 -2.9337 -1.3578  0.326
23 C 2.1114 0.6740 0.5083  -0.288
24 H -1.3003 1.2171 -1.4464  0.327
25 C -0.6357 -0.9004 -1.0734  0.570


x) This record from the Open Molecules 2025 dataset describes the ion C8H13N4 with charge +1. The level of theory is ωB97M-V with the def2-TZVPD basis set.

LUMO energy = -4.60 eV
Multiplicity = 1
SMILES = Cc1n(C)c2c([n+]1C)=NCCN=2
Total charge = +1
Kohn-Sham gap = 8.54 eV

Last column: Mulliken charge in e.
CARTESIAN COORDINATES (ANGSTROEM)
1 N 2.1881 -0.0573 -0.5813  -0.541
2 H 2.1866 2.3142 0.5515  0.336
3 H 3.4110 -1.2473 -1.5349  0.468
4 N -0.0627 -1.8637 -1.3699  -0.562
5 C -1.7995 1.6345 1.4224  -1.703
6 H 1.2181 -1.8397 -2.9774  0.308
7 N -1.2356 -0.3160 0.0779  0.144
8 H 2.5738 -1.9410 -0.2649  0.387
9 C 1.2063 2.1362 1.0240  -0.969
10 C -0.1246 -0.8871 -0.5580  0.462
11 H -2.5309 2.1829 0.6847  0.334
12 C 1.2870 -2.1227 -1.8745  -0.541
13 H -1.4669 2.4653 1.9918  0.414
14 H 1.5297 -3.0895 -1.7103  0.391
15 C -0.8540 0.8335 0.6966  0.767
16 C -2.5313 -0.8747 0.1267  -0.900
17 H -3.0360 -0.5683 -0.7126  0.390
18 N 0.4380 1.0356 0.5312  0.191
19 H -2.3379 1.0165 2.0157  0.456
20 H -3.2241 -0.8096 1.0825  0.350
21 H -2.2555 -1.9731 -0.0818  0.343
22 H 1.2629 2.1416 2.0495  0.413
23 H 0.6911 3.1777 0.7459  0.322
24 C 2.4723 -1.3982 -1.1345  -0.815
25 C 0.9942 0.0503 -0.2004  0.556


y) This record from the Open Molecules 2025 dataset describes a cluster of 2 separate species, C8H13N4 in total. The level of theory is ωB97M-V with the def2-TZVPD basis set.

LUMO energy (alpha / beta) = -5.92 / -4.40 eV
Multiplicity = 1
Total charge = +1
Kohn-Sham gap (alpha / beta) = 7.38 / 8.93 eV

Last column: Mulliken charge in e.
CARTESIAN COORDINATES (ANGSTROEM)
1 H 0.3994 2.1757 -2.1160  0.314
2 N -0.1834 -0.1837 -0.2443  0.671
3 C 0.5442 -3.0389 -0.1286  -0.766
4 C -0.4034 1.1319 -0.5859  0.317
5 H -0.5079 -2.6766 -0.0533  0.320
6 H 0.5856 3.0869 -0.5817  0.328
7 N -1.2704 -0.7216 0.3110  -0.956
8 C -3.6203 0.0251 0.8224  -1.116
9 H -2.4495 2.2104 -0.5765  0.389
10 C -2.2064 0.1963 0.2730  0.743
11 C -1.7378 1.4236 -0.3618  -0.657
12 H 0.6986 -3.5932 -1.1131  0.286
13 H 0.7473 -3.7429 0.6842  0.328
14 C 0.6082 2.0745 -1.0507  -1.101
15 H 2.8858 2.0063 0.6676  0.257
16 N 1.3794 -1.8588 -0.0960  -0.113
17 H -4.2786 0.8763 0.7289  0.349
18 H 4.5398 1.5356 0.9704  0.312
19 N 3.4257 0.0412 0.5290  -0.316
20 H -3.5617 -0.2397 1.9234  0.288
21 C 3.5702 1.2144 0.6509  -0.132
22 H 2.2508 -2.1670 0.2127  0.318
23 H -4.1496 -0.8052 0.3267  0.306
24 H 1.7276 1.6773 -1.0434  0.164
25 C 1.0065 -0.6478 -0.1490  0.466


Which one sits at the bottom of the stability order? y) does.


w) This record from the Open Molecules 2025 dataset describes the ion C8H17N2O2 with charge +1. The level of theory is ωB97M-V with the def2-TZVPD basis set.

LUMO energy = -2.87 eV
Multiplicity = 1
SMILES = CCN1C=[N+](O[C@@H](C)OC)CC1
Total charge = +1
Kohn-Sham gap = 10.47 eV

Last column: Mulliken charge in e.
CARTESIAN COORDINATES (ANGSTROEM)
1 C -3.2578 0.7073 -0.8632  -1.261
2 C 2.5614 -1.4518 -0.0601  -0.398
3 H -2.8373 -0.4074 -0.9579  0.261
4 C -0.0831 0.2493 -2.1245  -0.487
5 C -2.2351 1.3993 0.1238  0.409
6 N -0.0914 0.8448 -0.7836  0.178
7 H -1.3848 0.1509 3.0748  0.232
8 H 3.6893 0.3247 0.5491  0.358
9 H 4.3006 -1.2675 1.0763  0.380
10 H 0.7287 0.3678 1.2250  0.163
11 H -3.3931 1.0680 -1.8428  0.374
12 C -1.7674 1.0066 2.4797  -0.724
13 C 0.6535 0.2058 0.0858  0.319
14 H 0.1807 0.7432 -2.9805  0.337
15 H 3.1124 -1.7234 -0.9256  0.399
16 C 3.4460 -0.6533 0.9501  -1.203
17 O -1.8527 0.5005 1.1157  -0.361
18 H -2.8285 1.3063 2.7767  0.317
19 H -1.1042 1.9250 2.3511  0.360
20 C 1.0416 -0.7963 -1.9361  -0.702
21 H -4.2876 0.5982 -0.2593  0.303
22 O -1.0151 1.9042 -0.5211  -0.419
23 H 0.7220 -1.7703 -2.1576  0.376
24 H 2.7914 -0.4255 1.7968  0.378
25 H 1.9944 -0.6536 -2.5022  0.418
26 H -1.0774 -0.2380 -2.3604  0.225
27 N 1.3612 -0.7325 -0.4993  0.091
28 H 2.1130 -2.3848 0.4563  0.271
29 H -2.7748 2.3466 0.4661  0.405


x) This record from the Open Molecules 2025 dataset describes a cluster of 2 separate species, C8H17N2O2 in total. The level of theory is ωB97M-V with the def2-TZVPD basis set.

LUMO energy = -2.59 eV
Multiplicity = 1
Total charge = +1
Kohn-Sham gap = 9.07 eV

Last column: Mulliken charge in e.
CARTESIAN COORDINATES (ANGSTROEM)
1 H -3.0045 -1.6941 1.2043  0.375
2 H -0.9180 -2.3879 0.7741  0.269
3 H -0.4958 3.2763 0.1814  0.341
4 H 1.2873 0.2889 -2.5220  0.218
5 C -2.7181 -1.6975 0.1937  -1.512
6 C 1.6489 -0.4161 0.7213  0.684
7 C -0.9389 2.4335 0.5149  -0.590
8 H 0.0851 1.0134 -0.6222  0.169
9 H -2.8733 1.2771 -0.1036  0.215
10 C 1.8770 -0.2998 -1.7282  -0.539
11 H -2.9177 -2.5930 -0.2748  0.468
12 H 3.1781 1.4770 -1.5629  0.255
13 H 3.8898 -0.1562 -0.9292  0.352
14 H -1.2564 2.4414 1.5443  0.252
15 C 3.0822 0.4196 -1.2002  -0.440
16 H 1.9697 0.8937 2.1945  0.369
17 C -0.6430 -0.2467 0.8419  -0.673
18 H -1.0151 -0.0174 1.7971  0.429
19 H 1.6739 -1.3299 -1.8008  0.307
20 C -1.1658 -1.4788 0.1707  -0.092
21 N 1.8362 0.3551 -0.4618  -0.252
22 H -1.8487 1.9600 -1.5686  0.227
23 O 1.7821 -1.7697 0.6754  -0.485
24 N -0.6820 1.0663 0.0723  0.600
25 C -1.8954 1.7704 -0.4470  -0.233
26 H -0.6698 -1.5359 -0.8646  0.156
27 O 1.9972 -0.0855 1.9901  -0.583
28 H 2.0023 -2.0087 1.5709  0.357
29 H -3.2673 -0.9554 -0.3611  0.357


Which one sits at the bottom of the stability order? x) does.


w) This record from the Open Molecules 2025 dataset describes the ion C3H7O2 with charge +1. The level of theory is ωB97M-V with the def2-TZVPD basis set.

LUMO energy (alpha / beta) = -9.44 / -9.30 eV
Multiplicity = 1
Total charge = +1
Kohn-Sham gap (alpha / beta) = 8.31 / 8.36 eV

Last column: Mulliken charge in e.
CARTESIAN COORDINATES (ANGSTROEM)
1 H -0.0746 -0.5899 1.8697  0.389
2 O 1.0139 2.3011 0.6526  0.004
3 H -0.1127 -1.1065 -1.8961  0.373
4 C -0.1680 0.4411 -0.2102  0.471
5 H 1.2977 -0.0477 -1.6444  0.391
6 H -1.0037 1.0462 -0.7256  0.397
7 H -1.2312 -1.3478 0.7610  0.335
8 H -1.4053 0.4401 1.3799  0.404
9 O 0.9346 1.0974 0.4854  0.315
10 C -0.7378 -0.2708 1.0316  -1.200
11 C 0.5370 -0.5890 -1.1447  -1.280
12 H 0.9501 -1.3743 -0.5592  0.402


x) This record from the Open Molecules 2025 dataset describes a cluster of 2 separate species, C3H7O2 in total. The level of theory is ωB97M-V with the def2-TZVPD basis set.

LUMO energy (alpha / beta) = -5.57 / -6.47 eV
Multiplicity = 1
Total charge = +1
Kohn-Sham gap (alpha / beta) = 8.90 / 6.49 eV

Last column: Mulliken charge in e.
CARTESIAN COORDINATES (ANGSTROEM)
1 H 3.3123 0.7049 -0.4468  0.322
2 C 2.2824 0.3660 -0.5467  -0.707
3 H -0.6028 0.4682 -1.3100  0.545
4 H 1.6445 0.1766 0.2564  0.277
5 C -2.3816 -1.0816 0.8438  -0.283
6 H 1.5857 0.4114 -1.4102  0.163
7 C -1.0048 0.2959 -0.3838  0.165
8 H -3.1412 -1.8521 0.9308  0.315
9 H -0.3952 1.7745 0.4901  0.408
10 H -2.2890 -0.5101 1.7805  0.292
11 O -0.8805 1.0450 0.6868  -0.338
12 O -1.7975 -0.7053 -0.3015  -0.159


Which one sits at the bottom of the stability order? w) does.